{
  "formula": "C3H4OS2",
  "method": "ωB97M-V/def2-TZVPD",
  "e_above_lowest_kcal_mol": 40.3,
  "mol_weight_g_mol": 120.198,
  "e_tot_ha": -988.2681,
  "homo_lumo_gap_ev": 8.59,
  "homo_energy_ev": -7.971,
  "symbols": ["O", "C", "S", "C", "C", "S", "H", "H", "H", "H"],
  "xyz": [[-1.4919, 1.8598, -0.5942], [-0.8210, 0.9775, 0.3185], [1.2779, 0.9410, 0.0862], [1.3887, -0.7266, 0.0155], [0.3244, -1.5591, 0.0892], [-1.2633, -0.7196, 0.1129], [-1.4543, 1.5160, -1.4851], [-0.7827, 1.3562, 1.3614], [2.3859, -1.0660, -0.2170], [0.4363, -2.5793, 0.3127]],
  "forces_ev_per_angstrom": [[0.9, -0.7, 2.4], [2.2, 1.2, -1.0], [-2.1, 1.7, -0.1], [-0.6, -1.8, -0.4], [0.7, 3.0, 0.2], [-0.3, -1.2, 0.2], [0.2, -0.5, -0.3], [-0.9, 0.0, -1.1], [0.2, -0.4, 0.4], [-0.4, -1.2, -0.3]]
}


{
  "formula": "C25H31N2OTi",
  "method": "ωB97M-V/def2-TZVPD",
  "mol_weight_g_mol": 423.403,
  "e_tot_ha": -2005.1916,
  "homo_lumo_gap_ev": 8.08,
  "homo_energy_ev": -10.599,
  "total_charge": 1,
  "symbols": ["C", "C", "C", "C", "H", "H", "H", "H", "H", "H", "H", "H", "H", "C", "C", "C", "H", "C", "C", "H", "H", "H", "H", "C", "C", "C", "H", "C", "C", "H", "H", "H", "H", "Ti", "C", "N", "N", "C", "O", "C", "C", "C", "C", "C", "C", "C", "C", "C", "H", "H", "H", "H", "H", "H", "H", "H", "H", "H", "H", "H"],
  "xyz": [[-2.3523, -0.9127, 0.1123], [-2.6847, -0.6703, 1.6029], [-3.4235, -0.3376, -0.8294], [-2.1471, -2.4126, -0.1431], [-4.2586, -1.0529, -0.8823], [-3.0760, -0.2030, -1.8603], [-3.8329, 0.6245, -0.5049], [-3.2063, -1.5458, 2.0128], [-3.3376, 0.1952, 1.7671], [-1.7958, -0.5449, 2.2401], [-2.9204, -2.9845, 0.3921], [-1.1825, -2.7923, 0.2202], [-2.2377, -2.6896, -1.1977], [0.4156, 2.1718, -0.1179], [-0.7563, 2.4404, -0.8978], [-1.8947, 2.2493, -0.0677], [-0.7825, 2.8264, -1.9149], [-1.4311, 1.8825, 1.2310], [-0.0102, 1.8159, 1.1985], [0.6119, 1.6573, 2.0762], [1.4536, 2.2962, -0.4228], [-2.9272, 2.4446, -0.3558], [-2.0148, 1.7952, 2.1430], [1.2304, -1.5119, -1.7547], [1.4767, -0.1301, -1.9618], [0.3044, 0.4616, -2.5179], [2.4333, 0.3684, -1.8600], [-0.6962, -0.5683, -2.6277], [-0.0983, -1.7892, -2.1752], [-0.5302, -2.7844, -2.2726], [1.9579, -2.2664, -1.4605], [0.2542, 1.4331, -3.0086], [-1.6368, -0.4634, -3.1670], [-0.6500, 0.0956, -0.2484], [5.2500, -0.7349, 1.8385], [3.9262, -1.2914, 1.7106], [2.8907, -0.4823, 1.4191], [1.7660, -1.2234, 1.3004], [0.6465, -0.7072, 0.8910], [2.1328, -2.5490, 1.5997], [3.5045, -2.5562, 1.8109], [4.4915, -3.6249, 2.0497], [3.1704, 0.9044, 1.1470], [3.8612, 1.2330, -0.0242], [4.4258, 2.4968, -0.1481], [4.2491, 3.4259, 0.8827], [3.5560, 3.0883, 2.0504], [3.0685, 1.7956, 2.2152], [5.2314, 0.1288, 2.5120], [5.6570, -0.4268, 0.8660], [5.8955, -1.4970, 2.2778], [1.4536, -3.3815, 1.6072], [5.2712, -3.6218, 1.2735], [4.9950, -3.5021, 3.0187], [4.0067, -4.6036, 2.0414], [3.9718, 0.4752, -0.8013], [5.0061, 2.7257, -1.0442], [4.6898, 4.4181, 0.7763], [3.4013, 3.8144, 2.8494], [2.5905, 1.4565, 3.1359]],
  "forces_ev_per_angstrom": [[-1.0, 0.3, 0.2], [-0.3, -0.5, 0.3], [-0.6, -0.4, 0.0], [-0.2, -0.4, 0.2], [0.0, 0.2, 0.0], [-0.1, -0.1, 0.3], [0.1, -0.4, 0.1], [0.0, 0.1, -0.1], [0.2, -0.2, -0.2], [-0.2, -0.1, -0.2], [0.0, 0.2, 0.0], [-0.2, 0.1, -0.1], [0.0, 0.2, 0.3], [-0.5, 0.5, 0.7], [-0.1, 0.1, 0.8], [0.5, 0.0, 0.3], [0.0, -0.3, 0.4], [0.4, 0.3, -0.3], [-0.6, 1.2, -0.4], [-0.3, -0.2, -0.5], [-0.5, -0.2, -0.1], [0.5, -0.2, 0.1], [0.1, -0.1, -0.5], [-0.8, 0.2, -0.9], [-0.7, -0.2, -0.3], [0.0, -1.0, -0.3], [-0.4, -0.1, 0.1], [0.8, 0.1, 0.2], [0.4, 0.5, 0.0], [0.2, 0.5, 0.2], [-0.2, 0.3, 0.2], [0.0, -0.4, 0.4], [0.4, -0.1, 0.3], [2.7, 0.8, -2.2], [0.7, 0.0, 0.2], [0.7, -0.1, 0.1], [-0.6, 1.0, -0.6], [-1.1, 0.3, -0.6], [1.1, -1.3, 1.5], [-0.1, -0.1, -0.1], [-0.4, 0.4, -0.1], [0.3, -0.7, 0.2], [0.7, 0.0, 0.4], [-0.2, -0.1, 0.3], [-0.2, -0.1, 0.1], [0.1, 0.1, 0.0], [0.0, 0.0, -0.1], [-0.2, 0.0, -0.5], [0.0, -0.2, -0.2], [-0.1, -0.1, 0.3], [-0.1, 0.1, -0.1], [0.1, -0.1, 0.0], [-0.3, 0.0, 0.2], [-0.2, 0.0, -0.2], [0.1, 0.2, 0.0], [0.2, 0.3, 0.3], [-0.2, 0.1, 0.3], [-0.2, -0.2, 0.1], [0.2, -0.1, -0.3], [0.2, 0.2, -0.2]]
}